No. 1
{
  "formula": "C10H10F5NPm",
  "method": "wB97M-V/def2-TZVPD",
  "symbols": ["C", "C", "C", "C", "C", "Pm", "C", "C", "C", "N", "H", "H", "H", "H", "H", "H", "H", "H", "H", "H", "F", "C", "F", "C", "F", "F", "F"],
  "xyz": [[0.673268, 2.288306, 0.899774], [1.633707, 1.317588, 1.284085], [1.029158, 0.429963, 2.233517], [-0.317266, 0.905844, 2.470872], [-0.533590, 2.043244, 1.637574], [-0.310401, -0.040773, 0.051033], [1.511602, -1.339218, -1.382394], [1.255892, -0.030648, -2.113863], [2.269578, 0.879700, -2.546980], [0.169745, 0.736246, -2.193859], [1.527885, -0.429503, 2.720534], [2.665398, 1.259569, 0.900996], [-1.016041, 0.523599, 3.217763], [-1.410029, 2.673929, 1.620193], [0.834304, 3.100062, 0.196831], [2.324476, -1.416753, -0.616835], [0.243018, 1.225607, -3.085216], [0.950732, -2.319843, -1.469264], [3.214102, 0.471154, -2.757262], [1.910160, 1.844819, -2.875924], [-2.494423, -1.877259, -1.571175], [-2.482690, -1.246317, -0.306892], [-3.624288, -0.509966, -0.189356], [-2.502072, -2.343308, 0.744701], [-3.497827, -3.184004, 0.413474], [-1.312336, -3.097334, 0.736864], [-2.712060, -1.864704, 1.980811]],
  "atomic_forces_ev_per_a": [[-0.2007, -0.1696, 0.7816], [0.0828, -0.0621, 0.4841], [-0.0864, 0.8443, 0.3831], [0.8126, 0.4076, 0.2617], [1.1470, -0.1278, 0.4285], [0.7088, -0.3112, -3.7864], [-1.3550, 0.6123, 1.5361], [5.3263, 1.5481, -0.3745], [0.1467, -2.8376, 0.7631], [-6.0828, -1.5028, 0.9712], [-0.4649, 0.6651, -0.3759], [-0.7950, -0.1009, 0.1072], [0.2055, -0.0150, -0.4002], [-0.1043, -0.1455, -0.0684], [-0.0414, -0.2901, 0.0581], [-0.2222, 0.2841, -1.2700], [-0.6231, 0.1799, 1.0582], [0.2975, 1.4665, -0.4479], [1.5066, -0.0459, -0.5986], [0.7387, 0.1806, 0.1224], [-0.3741, 0.1312, 0.9940], [2.1439, 0.1217, 0.1450], [-0.9797, -0.1461, 0.0249], [-0.5287, -0.6524, -1.8788], [-0.1286, -0.9582, 1.0137], [-1.4792, 1.2821, 0.2981], [0.3497, -0.3584, -0.2301]],
  "e_above_lowest_kcal_mol": 0.0,
  "spin_multiplicity": 5,
  "energy_ev": -42161.587,
  "s2": 6.01,
  "total_charge": -1
}

***

No. 2
{
  "formula": "C26H27F3MoN3S",
  "method": "wB97M-V/def2-TZVPD",
  "symbols": ["Mo", "F", "C", "F", "F", "C", "C", "C", "C", "N", "C", "S", "H", "H", "H", "C", "C", "C", "C", "C", "C", "C", "C", "N", "C", "C", "C", "C", "N", "C", "C", "C", "C", "C", "C", "C", "C", "H", "H", "H", "H", "H", "H", "H", "H", "H", "H", "H", "H", "H", "H", "H", "H", "H", "H", "H", "H", "H", "H", "H", "H"],
  "xyz": [[-0.735602, -0.402582, -0.011341], [2.769587, -4.384529, -3.458037], [2.451362, -3.542934, -2.494002], [3.317227, -2.518242, -2.489624], [2.548326, -4.163525, -1.307532], [1.040823, -3.007411, -2.664339], [0.205392, -3.369737, -3.718099], [-1.078264, -2.843713, -3.798814], [-1.513470, -1.961731, -2.827198], [-0.701472, -1.604787, -1.819730], [0.536486, -2.118547, -1.745434], [1.281019, -1.455718, -0.278323], [0.563527, -4.063842, -4.468825], [-1.738177, -3.119988, -4.609035], [-2.507789, -1.535085, -2.841580], [-1.168015, -2.823926, 1.670861], [-0.334856, -2.275523, 2.803827], [-0.087958, -3.115529, 3.864174], [0.673841, -2.683339, 4.951774], [1.198083, -1.400201, 4.991782], [0.959335, -0.495350, 3.970796], [1.618195, 0.851069, 4.032958], [0.162977, -0.944123, 2.881828], [-0.124283, -0.097381, 1.828501], [-0.625506, 1.152072, 1.887081], [-1.348506, 1.654113, 3.094461], [-0.478235, 2.045672, 0.714144], [-0.749010, 3.499299, 0.828158], [-0.159130, 1.438978, -0.403128], [-0.110484, 2.025123, -1.708974], [-1.308718, 1.940891, -2.427255], [-2.567506, 1.422231, -1.786542], [-1.322740, 2.453804, -3.716847], [-0.169086, 3.021326, -4.257162], [0.998744, 3.076514, -3.524074], [1.064954, 2.569385, -2.218804], [2.344114, 2.619694, -1.441409], [-2.070472, -3.312137, 2.039870], [-0.607490, -3.543190, 1.073936], [-1.591934, -2.079891, 0.948370], [-0.489543, -4.120905, 3.861386], [0.866761, -3.366196, 5.769177], [1.817166, -1.100644, 5.827600], [2.647723, 0.731976, 4.369082], [1.122651, 1.487920, 4.769191], [1.649057, 1.375929, 3.079136], [-1.516858, 0.851452, 3.809147], [-2.306304, 2.092794, 2.811115], [-0.768059, 2.439265, 3.584719], [0.032425, 3.958580, 1.443174], [-1.698586, 3.693257, 1.327888], [-0.744717, 3.971363, -0.152218], [-3.027593, 2.152201, -1.115565], [-2.435389, 0.502489, -1.152314], [-3.313818, 1.132941, -2.524141], [-2.235781, 2.430101, -4.298438], [-0.193133, 3.420172, -5.262234], [1.889271, 3.513484, -3.958203], [2.649257, 3.655651, -1.282753], [3.147596, 2.140738, -2.002636], [2.272609, 2.130194, -0.469502]],
  "atomic_forces_ev_per_a": [[0.6764, 0.7237, 0.4093], [-0.0114, 0.0501, 0.0733], [0.0588, -0.0050, -0.0593], [-0.0545, -0.0808, 0.0201], [0.0021, 0.0379, -0.0522], [0.0327, 0.0800, 0.2169], [-0.1340, -0.0073, -0.1047], [0.1246, -0.0872, -0.0586], [0.0107, 0.1082, 0.1599], [0.2342, -0.1629, -0.1364], [-0.1457, -0.1020, -0.3272], [-0.3176, 0.3541, 0.1026], [0.0052, 0.0036, -0.0012], [-0.0139, 0.0063, 0.0076], [0.0015, -0.0047, -0.0096], [-0.0219, 0.1251, -0.0759], [-0.0190, -0.0352, -0.0140], [-0.0019, -0.0275, 0.0299], [0.0029, 0.0260, -0.0273], [-0.0151, -0.0375, -0.0107], [0.0320, 0.0005, 0.0193], [-0.0304, 0.0336, -0.0101], [0.0769, 0.0300, -0.0006], [-0.2332, -0.3909, -0.3436], [0.2276, 0.2365, -0.0488], [-0.0022, -0.0492, 0.0508], [0.0529, -0.0922, 0.3188], [-0.0617, -0.0149, -0.0812], [-0.3278, -0.5541, 0.0018], [0.3336, 0.1445, -0.2419], [-0.0457, 0.0869, -0.3154], [0.0119, 0.1056, 0.0107], [-0.0347, -0.0725, 0.1834], [-0.0994, -0.0402, 0.0172], [0.0780, -0.0775, 0.2459], [-0.2334, 0.0098, -0.1526], [0.1162, 0.0528, 0.0000], [0.0293, -0.0315, 0.0374], [-0.0238, -0.0177, 0.0071], [-0.2377, -0.0140, 0.1263], [-0.0029, -0.0033, -0.0037], [-0.0033, 0.0002, 0.0016], [0.0032, 0.0090, -0.0022], [-0.0068, 0.0045, 0.0055], [-0.0088, 0.0120, -0.0023], [-0.0084, -0.0019, -0.0167], [-0.0071, 0.0158, 0.0008], [-0.0064, -0.0139, 0.0004], [0.0188, 0.0026, -0.0135], [0.0070, -0.0254, 0.0081], [-0.0105, 0.0023, 0.0043], [0.0065, -0.0087, -0.0014], [-0.0096, -0.0055, 0.0027], [-0.0200, -0.2260, -0.0399], [-0.0056, -0.0327, 0.0145], [0.0011, -0.0074, 0.0045], [0.0020, 0.0002, -0.0019], [0.0022, -0.0002, -0.0013], [0.0000, -0.0227, 0.0377], [-0.0071, -0.0058, 0.0299], [0.0130, -0.0036, 0.0065]],
  "energy_ev": -52685.631,
  "total_charge": 3
}

***

No. 3
{
  "formula": "C46H72BaMnN10O4",
  "method": "wB97M-V/def2-TZVPD",
  "symbols": ["Ba", "Mn", "C", "C", "C", "O", "C", "C", "C", "O", "O", "O", "H", "H", "C", "C", "C", "C", "N", "H", "H", "H", "H", "H", "H", "H", "C", "C", "C", "C", "N", "H", "H", "H", "H", "H", "H", "H", "C", "C", "C", "C", "N", "H", "H", "H", "H", "H", "H", "H", "C", "C", "C", "C", "N", "H", "H", "H", "H", "H", "H", "H", "C", "C", "C", "C", "N", "H", "H", "H", "H", "H", "H", "H", "C", "C", "C", "C", "N", "H", "H", "H", "H", "H", "H", "H", "C", "C", "C", "C", "N", "H", "H", "H", "H", "H", "H", "H", "C", "C", "C", "C", "N", "H", "H", "H", "H", "H", "H", "H", "C", "C", "C", "C", "N", "H", "H", "H", "H", "H", "H", "H", "C", "C", "C", "C", "N", "H", "H", "H", "H", "H", "H", "H"],
  "xyz": [[-1.928710, 4.389062, -1.003025], [1.128370, -3.066638, 1.840715], [-1.534940, -0.246708, -0.135605], [-1.381760, 1.169062, -0.408635], [0.037690, 1.864242, 0.055625], [0.174670, 3.034612, -0.257005], [1.056300, 1.074932, 0.747645], [0.761510, -0.225198, 0.934495], [-0.536730, -0.891378, 0.523265], [-0.794170, -2.161638, 0.786415], [1.754320, -0.890318, 1.466795], [-2.245740, 1.817002, -1.046185], [-2.368040, -0.800058, -0.543205], [1.973650, 1.525332, 1.096955], [4.764690, 3.624002, -1.487035], [3.601360, 2.571572, -1.747575], [2.443470, 3.346622, -2.446025], [2.774110, 3.851042, -3.785005], [3.054610, 4.263952, -4.833665], [5.189690, 4.025692, -2.406885], [5.579800, 3.148532, -0.941495], [4.442580, 4.375372, -0.766075], [3.232320, 2.025102, -0.879665], [3.942630, 1.817422, -2.456725], [2.358870, 4.228582, -1.811135], [1.481010, 2.837372, -2.495305], [-3.335030, -1.474878, -3.169605], [-3.601530, -0.179148, -3.913685], [-4.978390, -0.079238, -4.630735], [-5.303300, -1.269678, -5.449975], [-5.537800, -2.191028, -6.110045], [-2.286030, -1.596468, -2.899545], [-3.526740, -2.316118, -3.835675], [-3.923750, -1.602368, -2.261165], [-2.709930, 0.084692, -4.482495], [-3.596460, 0.654662, -3.211665], [-5.031730, 0.801212, -5.271095], [-5.756000, -0.091168, -3.867005], [-0.418430, 3.134922, 5.734565], [-0.331950, 2.874962, 4.244675], [-0.866930, 1.487362, 3.872895], [-2.190550, 1.229952, 4.472835], [-3.217380, 1.062872, 4.962665], [0.124420, 2.448472, 6.384315], [-1.456520, 3.086182, 6.063355], [-0.080580, 4.164412, 5.853355], [0.693600, 3.001052, 3.897635], [-0.823360, 3.688372, 3.710835], [-0.284930, 0.619462, 4.182945], [-0.976600, 1.428962, 2.789995], [6.461660, -1.049158, -1.486555], [6.033450, -1.607338, -0.172415], [4.847760, -0.951198, 0.525325], [5.050080, 0.443592, 0.978715], [5.149310, 1.512202, 1.382395], [7.088970, -1.726708, -2.065785], [6.903580, -0.069118, -1.306755], [5.571690, -0.909128, -2.100105], [6.869480, -1.620278, 0.526865], [5.777890, -2.655578, -0.327245], [4.530070, -1.519798, 1.399325], [4.015290, -0.933598, -0.178085], [0.421500, -0.261198, -3.394465], [1.430620, -1.204038, -2.679705], [2.644170, -1.666828, -3.434815], [2.350850, -2.252008, -4.728845], [2.109250, -2.704678, -5.794605], [-0.465810, -0.121088, -2.777085], [0.079320, -0.679868, -4.340895], [0.931280, 0.687202, -3.564085], [0.891020, -2.062238, -2.279165], [1.873870, -0.704468, -1.818275], [3.314410, -2.357108, -2.922565], [3.195000, -0.791978, -3.780235], [-5.317740, 0.070392, 1.547025], [-5.560260, 1.165662, 0.445625], [-5.596570, 0.691392, -0.988655], [-6.685470, -0.266678, -1.298395], [-7.472220, -1.001828, -1.573925], [-5.180770, 0.680492, 2.439835], [-4.425670, -0.548288, 1.449365], [-6.140550, -0.637098, 1.649695], [-4.782540, 1.928202, 0.487865], [-6.487110, 1.694762, 0.667225], [-4.680740, 0.222572, -1.348605], [-5.755280, 1.502992, -1.698725], [2.760430, 0.691752, 4.494475], [4.018770, 0.055912, 5.098085], [5.165770, 1.049762, 5.122475], [4.836350, 2.382902, 5.681415], [4.564940, 3.431602, 6.074435], [1.967790, -0.051178, 4.405675], [2.990440, 1.038732, 3.487105], [2.291240, 1.456212, 5.113795], [4.366830, -0.759798, 4.464395], [3.683850, -0.397558, 6.030975], [5.456350, 1.221482, 4.086055], [6.004480, 0.666762, 5.703835], [2.882050, 5.460162, 3.908185], [3.104850, 4.198232, 3.121515], [2.390120, 4.221932, 1.750775], [2.591610, 5.401702, 0.921595], [2.700540, 6.357722, 0.222915], [1.835290, 5.761912, 3.944625], [3.456800, 6.290182, 3.497295], [3.215510, 5.402732, 4.944335], [2.816280, 3.297632, 3.663495], [4.178520, 4.083262, 2.972845], [1.303070, 4.226872, 1.830645], [2.682550, 3.389602, 1.110615], [-4.521720, -3.469568, 0.165615], [-5.305620, -4.255178, -0.929565], [-5.399780, -5.775068, -0.597845], [-6.074440, -6.145428, 0.679045], [-6.596590, -6.430458, 1.681755], [-5.039760, -3.442708, 1.124265], [-4.286270, -2.431968, -0.071135], [-3.591080, -3.992438, 0.386105], [-4.782080, -4.138128, -1.878405], [-6.316080, -3.881958, -1.096265], [-4.381130, -6.144008, -0.478065], [-5.948410, -6.320728, -1.365545], [-2.180840, -5.206578, -3.872015], [-0.926430, -4.613208, -3.159635], [-1.192140, -4.245658, -1.696265], [-1.249340, -5.462638, -0.813645], [-1.333960, -6.423458, -0.169655], [-1.887760, -5.646898, -4.825075], [-2.879130, -4.417738, -4.151715], [-2.687620, -5.973438, -3.286185], [-0.680410, -3.690058, -3.684395], [-0.063840, -5.272258, -3.258125], [-2.152110, -3.744198, -1.573375], [-0.323300, -3.727998, -1.289765]],
  "atomic_forces_ev_per_a": [[0.3445, -0.3566, -0.0892], [-1.4591, 2.8278, -1.3769], [0.3544, 3.0326, -0.8424], [0.5972, -2.3851, 0.2898], [-0.1010, -2.3187, 0.5963], [-0.6558, 1.8010, -0.4428], [-2.7503, 2.1438, -1.5612], [1.9505, -0.9229, 0.7665], [-1.0182, -2.5956, 0.5280], [3.3923, 0.7117, 1.1017], [-1.6884, -3.2613, 0.3697], [1.0296, 1.1513, 0.6147], [-0.1631, 0.0675, 0.2354], [-0.0087, -0.1374, -0.1058], [-0.4781, -1.6845, 0.9257], [0.6910, 1.0663, -1.4085], [0.4724, 0.4074, 0.5364], [0.5638, 0.3198, -1.2936], [-0.5012, -0.6248, 1.4862], [-0.4002, 0.1572, 0.0617], [0.1009, -0.2991, -0.2091], [-0.2235, 0.3788, -0.5036], [0.0958, 0.3887, 0.2572], [0.2396, -0.1654, 0.0572], [-0.5693, 0.2481, -0.0216], [0.0888, -0.2297, 0.0672], [0.0640, -0.4452, -0.3149], [0.0783, 0.7468, 0.5094], [0.5613, -1.1649, -0.0914], [0.1764, -0.5361, -0.8014], [0.2740, 0.9230, 0.8222], [0.1414, 0.2979, 0.0882], [-0.2493, -0.1004, 0.0663], [-0.2370, -0.0411, -0.0655], [-0.3491, -0.3457, -0.9041], [-0.1875, 0.0993, 0.3976], [-0.1513, 0.0288, 0.1915], [-0.0977, 0.4696, 0.0298], [-0.3476, 0.7320, -0.0524], [0.6522, -0.5056, 0.3691], [-0.8753, 0.0368, -0.3263], [-0.2217, 0.2711, -0.1147], [0.2257, -0.0277, -0.2164], [0.3259, 0.0495, -0.2784], [-0.0512, 0.1054, -0.0047], [0.1325, -0.1099, 0.6089], [0.2247, -0.4558, 0.0733], [-0.6688, -0.2096, -0.0486], [0.6232, 0.3661, 0.0773], [-0.0505, -0.2297, -0.1287], [-0.6323, 0.7778, -0.3931], [0.4941, -1.1176, 0.9955], [-0.0473, 0.5688, -0.4112], [-0.1110, -0.7509, -0.1573], [-0.0657, 0.2769, 0.0604], [0.3244, 0.2267, 0.3530], [0.3034, -0.0399, -0.4949], [-0.1218, 0.2184, -0.2287], [0.1226, -0.0292, 0.0223], [-0.1950, -0.1489, 0.1840], [0.0803, -0.0397, 0.0461], [-0.2654, 0.0804, 0.0227], [0.9860, -0.5988, 0.2513], [-0.7824, 0.0646, 0.8445], [0.3560, 0.4047, -1.6411], [-1.3243, -2.2802, -4.0879], [0.7510, 1.5373, 3.6207], [0.0924, 0.1122, 0.1211], [0.1632, 0.0266, -0.0890], [-0.2497, 0.1563, -0.2293], [-0.0891, -0.1916, -0.0532], [-0.3147, 0.3271, 0.3435], [-0.0956, 0.2239, 0.3683], [0.5176, 0.2860, 0.6032], [-0.0282, 1.1692, -0.4728], [0.1963, -0.8682, 0.4423], [-0.7217, -0.6524, -0.9873], [4.0526, 3.5253, 1.5403], [-3.6313, -3.4139, -1.2450], [-0.2215, -0.5270, 0.4199], [0.2323, 0.2544, -0.4366], [-0.1957, 0.3367, 0.0302], [0.2928, 0.0335, 0.2231], [-0.0839, -0.1279, 0.0767], [0.2191, -0.0763, 0.4258], [-0.0409, 0.3764, 0.1187], [-0.1425, -0.7112, -0.3171], [-1.1573, 0.1773, -0.1917], [0.1089, 0.5700, 0.7175], [-0.2261, 0.0146, 0.0252], [0.0879, -0.5703, -0.1912], [-0.0084, -0.3284, -0.1644], [-0.1872, 0.3498, -0.0160], [0.5053, 0.3278, -0.0001], [-0.1169, -0.1549, -0.0704], [0.7034, 0.2393, 0.3886], [0.3001, 0.0182, 0.0201], [0.1513, -0.0315, -0.2291], [-0.0665, 0.6894, 0.6126], [0.3386, 0.0044, -0.4608], [0.1417, 0.0355, 0.0143], [0.8406, 4.0092, -2.5250], [-0.5714, -3.5975, 2.4830], [-0.1757, 0.0085, -0.1069], [-0.1379, 0.0360, -0.2667], [0.0350, -0.4022, -0.0534], [-0.2597, 0.1081, -0.0383], [0.0376, -0.0793, -0.2493], [-0.1807, -0.4939, 0.4634], [0.0420, -0.1814, 0.1572], [-0.4672, -0.6492, -0.0089], [-0.0280, -0.0418, 0.8692], [-0.0463, 0.2889, 0.6799], [-0.7568, 0.2213, 1.3491], [1.0204, 0.5369, -1.8645], [-0.2999, -0.0790, -0.0681], [-0.0851, 0.0144, -0.3647], [0.2501, -0.0042, -0.1277], [0.0344, -0.2313, -0.1240], [0.0629, 0.2813, 0.1836], [0.0334, -0.3471, -0.3462], [0.3365, 0.0363, -0.2257], [0.7707, 0.2154, -0.0501], [-1.0406, -0.0897, -0.5657], [0.4544, -1.7700, 0.5105], [-0.5009, -0.5304, -0.1091], [0.3023, 1.1841, -0.4717], [0.0814, -0.1369, 0.0977], [-0.1324, 0.0016, 0.3139], [0.0293, 0.0381, 0.0619], [0.1838, 0.0937, -0.0258], [-0.0591, -0.0550, 0.1409], [0.2547, 0.4404, 0.1015], [-0.3229, 0.7495, -0.0693]],
  "e_above_lowest_kcal_mol": 140.6,
  "spin_multiplicity": 6,
  "energy_ev": -103954.878,
  "s2": 8.75,
  "total_charge": 2
}